Record 1
Computed, not measured: an isolated molecule of C6H9N, with ωB97M-V with the def2-TZVPD basis set.

Values from the calculation:
ΔE to the lowest compared entry with this formula, charge and spin ... 1.060 eV
LUMO ... 0.038 Ha

Atoms and positions in Å:
1 C -2.450 -0.260 0.151
2 C -1.002 0.109 0.090
3 C -0.426 1.316 0.043
4 C 1.068 1.122 0.110
5 C 1.237 -0.358 -0.174
6 C 2.393 -0.972 -0.432
7 N -0.019 -0.906 0.128
8 H -2.690 -0.730 1.112
9 H -3.082 0.626 0.040
10 H -2.721 -0.970 -0.641
11 H -0.945 2.265 0.003
12 H 1.690 1.809 -0.470
13 H 3.250 -0.354 -0.682
14 H 1.399 1.190 1.154
15 H 2.548 -2.036 -0.291
16 H -0.250 -1.850 -0.140

***

Record 2
Computed, not measured: a structure of composition C34H50N2O6ReSe, with ωB97M-V with the def2-TZVPD basis set.

Values from the calculation:
2S+1 ... 2
ΔE to the lowest compared entry with this formula, charge and spin ... 1.304 eV
LUMO (alpha / beta) ... -0.061 / -0.048 Ha

Atoms and positions in Å:
1 Re -0.226 -0.303 -0.098
2 C 5.860 -0.561 -4.358
3 C 5.123 -1.908 -4.287
4 C 5.922 -2.903 -3.433
5 C 5.039 -2.475 -5.709
6 C 3.758 -1.667 -3.657
7 C 3.670 -1.207 -2.346
8 C 2.443 -0.896 -1.796
9 Se 2.255 0.109 -0.122
10 C 2.423 -0.815 1.610
11 C 3.646 -1.120 2.172
12 C 3.730 -1.558 3.491
13 C 2.540 -1.748 4.189
14 C 1.294 -1.461 3.662
15 C 1.224 -0.896 2.363
16 O 0.078 -0.480 1.897
17 C -0.003 -1.756 4.409
18 C -0.842 -2.713 3.546
19 C 0.234 -2.431 5.763
20 C -0.788 -0.463 4.664
21 C 5.092 -1.766 4.138
22 C 5.817 -0.411 4.178
23 C 5.899 -2.778 3.314
24 C 5.001 -2.295 5.574
25 C 1.244 -0.981 -2.546
26 O 0.112 -0.553 -2.064
27 C 1.321 -1.537 -3.850
28 C 2.568 -1.842 -4.363
29 C 0.026 -1.762 -4.623
30 C -0.679 -0.416 -4.832
31 C -0.882 -2.703 -3.812
32 C 0.247 -2.387 -6.004
33 H 6.818 -0.686 -4.857
34 H 5.271 0.160 -4.921
35 H 6.037 -0.152 -3.368
36 H 6.900 -3.078 -3.877
37 H 6.069 -2.534 -2.422
38 H 5.393 -3.852 -3.379
39 H 6.046 -2.650 -6.082
40 H 4.511 -3.425 -5.726
41 H 4.552 -1.780 -6.388
42 H 4.554 -1.075 -1.738
43 H 4.530 -1.001 1.562
44 H 2.588 -2.135 5.190
45 H -0.274 -3.618 3.335
46 H -1.760 -2.987 4.065
47 H -1.112 -2.239 2.607
48 H 0.776 -3.366 5.646
49 H 0.782 -1.779 6.439
50 H -0.729 -2.652 6.221
51 H -0.996 0.050 3.731
52 H -1.735 -0.694 5.146
53 H -0.219 0.202 5.310
54 H 5.989 -0.026 3.176
55 H 5.216 0.314 4.724
56 H 6.777 -0.512 4.683
57 H 6.086 -2.414 2.307
58 H 6.859 -2.975 3.786
59 H 5.352 -3.716 3.241
60 H 4.502 -1.584 6.228
61 H 4.477 -3.248 5.613
62 H 6.004 -2.453 5.965
63 H 2.616 -2.229 -5.365
64 H -0.905 0.046 -3.877
65 H -0.039 0.256 -5.402
66 H -1.608 -0.568 -5.377
67 H -1.135 -2.256 -2.854
68 H -1.810 -2.892 -4.348
69 H -0.383 -3.655 -3.639
70 H 0.840 -1.734 -6.642
71 H 0.733 -3.358 -5.930
72 H -0.722 -2.528 -6.482
73 C -4.129 1.447 0.715
74 C -2.725 1.148 0.314
75 N -2.260 -0.083 0.338
76 O -3.141 -1.042 0.810
77 C -1.824 2.157 -0.125
78 C -2.176 3.604 -0.296
79 N -0.615 1.711 -0.386
80 O 0.349 2.390 -0.804
81 H -4.481 0.682 1.401
82 H -4.763 1.429 -0.170
83 H -4.196 2.427 1.174
84 H -2.738 -1.909 0.605
85 H -3.108 3.727 -0.844
86 H -1.367 4.077 -0.852
87 H -2.268 4.101 0.671
88 C -1.513 -4.450 -0.115
89 O -1.472 -3.021 -0.041
90 C -0.279 -2.399 -0.079
91 O 0.769 -2.996 -0.162
92 H -2.393 -4.710 -0.700
93 H -1.580 -4.861 0.891
94 H -0.609 -4.815 -0.602

***

Record 3
Computed, not measured: a cluster of 16 separate species, C50H95Br6N9O26 in total, with ωB97M-V with the def2-TZVPD basis set.

Values from the calculation:
Net charge ... -2
LUMO ... 0.068 Ha

Atoms and positions in Å:
1 C -18.832 -15.956 -5.031
2 C -19.969 -16.641 -5.820
3 C -21.243 -15.769 -5.599
4 C -21.227 -14.457 -6.346
5 C -21.047 -14.753 -7.840
6 C -19.759 -15.502 -8.179
7 N -19.671 -16.735 -7.256
8 O -19.331 -17.765 -7.732
9 C -18.606 -14.510 -7.918
10 C -19.854 -16.044 -9.611
11 C -20.264 -18.042 -5.267
12 H -18.605 -14.909 -5.225
13 H -17.920 -16.542 -5.169
14 H -19.081 -15.975 -3.969
15 H -21.442 -15.566 -4.544
16 H -22.170 -16.289 -5.856
17 H -20.551 -13.713 -5.918
18 H -22.191 -13.949 -6.252
19 H -21.162 -13.860 -8.455
20 H -21.900 -15.364 -8.155
21 H -18.850 -13.671 -7.263
22 H -18.389 -13.961 -8.835
23 H -17.722 -14.995 -7.507
24 H -18.929 -16.396 -10.068
25 H -20.226 -15.242 -10.253
26 H -20.573 -16.848 -9.776
27 H -19.359 -18.650 -5.343
28 H -21.047 -18.519 -5.856
29 H -20.476 -18.083 -4.200
30 C -15.511 -20.130 -10.171
31 C -16.743 -20.909 -10.732
32 N -18.119 -20.464 -10.239
33 C -18.419 -19.034 -10.697
34 C -19.111 -21.397 -10.918
35 C -19.382 -21.279 -12.426
36 C -18.277 -20.570 -8.713
37 C -18.144 -21.971 -8.137
38 O -19.042 -22.956 -8.626
39 C -18.765 -24.243 -8.100
40 H -14.672 -20.689 -10.583
41 H -15.454 -20.114 -9.080
42 H -15.523 -19.071 -10.435
43 H -16.630 -21.984 -10.597
44 H -16.779 -20.773 -11.813
45 H -19.488 -18.968 -10.507
46 H -18.268 -18.934 -11.769
47 H -17.781 -18.372 -10.109
48 H -20.059 -21.216 -10.408
49 H -18.797 -22.425 -10.763
50 H -19.980 -20.408 -12.692
51 H -19.912 -22.143 -12.827
52 H -18.456 -21.233 -13.003
53 H -19.328 -20.302 -8.586
54 H -17.584 -19.871 -8.241
55 H -18.372 -21.820 -7.074
56 H -17.110 -22.332 -8.172
57 H -19.130 -24.389 -7.079
58 H -17.677 -24.366 -8.121
59 H -19.234 -25.020 -8.704
60 C -25.054 -20.293 -9.135
61 C -24.458 -19.224 -8.432
62 C -22.999 -18.926 -8.667
63 O -22.341 -17.981 -8.134
64 C -22.314 -19.594 -9.667
65 C -22.911 -20.637 -10.443
66 C -24.393 -21.037 -10.158
67 O -24.886 -22.013 -10.752
68 O -22.373 -21.021 -11.498
69 O -25.194 -18.673 -7.578
70 H -26.054 -20.617 -8.885
71 H -21.345 -19.229 -9.980
72 C -14.086 -16.480 -8.962
73 C -15.342 -16.854 -8.492
74 C -15.470 -17.617 -7.192
75 O -16.587 -18.069 -6.767
76 C -14.358 -17.947 -6.452
77 C -12.996 -17.686 -6.918
78 C -12.862 -16.876 -8.271
79 O -11.769 -16.571 -8.736
80 O -11.976 -17.981 -6.308
81 O -16.346 -16.533 -9.207
82 H -13.981 -15.976 -9.913
83 H -14.438 -18.593 -5.587
84 C -13.630 -23.003 -13.154
85 N -13.747 -21.647 -13.810
86 O -13.277 -21.441 -14.910
87 O -14.408 -20.800 -13.209
88 H -13.795 -23.751 -13.926
89 H -14.397 -22.945 -12.391
90 H -12.652 -23.205 -12.724
91 C -12.675 -23.982 -9.015
92 N -14.152 -23.739 -8.916
93 O -14.679 -23.856 -7.832
94 O -14.707 -23.488 -9.965
95 H -12.089 -23.097 -8.788
96 H -12.536 -24.254 -10.057
97 H -12.520 -24.818 -8.338
98 C -17.730 -24.075 -15.575
99 N -16.867 -23.970 -14.383
100 O -16.365 -24.977 -13.927
101 O -16.591 -22.849 -13.993
102 H -17.246 -23.585 -16.417
103 H -18.692 -23.630 -15.330
104 H -17.849 -25.119 -15.854
105 C -21.643 -21.567 -7.017
106 N -21.764 -22.226 -5.680
107 O -20.956 -23.083 -5.354
108 O -22.673 -21.894 -4.951
109 H -20.654 -21.793 -7.401
110 H -21.741 -20.503 -6.817
111 H -22.431 -21.942 -7.665
112 C -16.137 -20.232 -16.158
113 N -17.099 -19.582 -15.199
114 O -16.649 -18.788 -14.389
115 O -18.263 -19.923 -15.303
116 H -15.116 -20.188 -15.793
117 H -16.175 -19.711 -17.113
118 H -16.476 -21.259 -16.251
119 C -19.989 -16.534 -15.210
120 N -19.735 -16.287 -13.791
121 O -18.821 -16.899 -13.283
122 O -20.509 -15.553 -13.201
123 H -19.128 -16.319 -15.835
124 H -20.811 -15.909 -15.560
125 H -20.410 -17.528 -15.356
126 C -16.380 -27.137 -6.826
127 N -15.022 -27.266 -7.444
128 O -14.874 -26.786 -8.558
129 O -14.163 -27.862 -6.829
130 H -16.613 -26.080 -6.741
131 H -16.416 -27.622 -5.855
132 H -17.088 -27.747 -7.385
133 Br -11.276 -18.793 -13.232
134 C -12.255 -18.672 -11.505
135 C -11.604 -19.388 -10.337
136 Br -11.225 -21.243 -10.795
137 H -13.204 -19.180 -11.680
138 H -12.580 -17.658 -11.275
139 H -12.198 -19.371 -9.426
140 H -10.619 -18.999 -10.092
141 Br -25.655 -22.334 -15.532
142 C -24.516 -21.580 -14.103
143 C -23.120 -21.302 -14.600
144 Br -22.180 -22.925 -15.225
145 H -24.498 -22.240 -13.236
146 H -24.995 -20.680 -13.721
147 H -22.539 -20.900 -13.769
148 H -23.061 -20.567 -15.399
149 Br -20.100 -25.172 -11.754
150 C -21.879 -24.311 -11.483
151 C -22.148 -23.982 -10.007
152 Br -22.017 -25.654 -8.927
153 H -22.665 -24.914 -11.927
154 H -21.862 -23.368 -12.031
155 H -23.192 -23.752 -9.808
156 H -21.490 -23.209 -9.618
157 C -18.444 -30.402 -4.547
158 C -19.495 -29.309 -4.573
159 O -19.187 -28.299 -5.531
160 C -20.290 -27.586 -6.098
161 C -21.156 -26.834 -5.089
162 H -18.579 -31.272 -3.906
163 H -18.208 -30.730 -5.561
164 H -17.522 -29.958 -4.162
165 H -20.448 -29.747 -4.885
166 H -19.547 -28.933 -3.547
167 H -19.878 -26.897 -6.834
168 H -20.983 -28.233 -6.648
169 H -20.551 -26.082 -4.578
170 H -21.659 -27.467 -4.358
171 H -21.935 -26.224 -5.551
172 C -15.950 -27.672 -2.892
173 C -15.652 -26.217 -2.993
174 O -16.594 -25.491 -3.764
175 C -16.147 -24.177 -3.956
176 C -17.344 -23.332 -4.401
177 H -15.962 -28.155 -3.872
178 H -15.116 -28.180 -2.401
179 H -16.866 -27.981 -2.389
180 H -15.680 -25.817 -1.970
181 H -14.634 -26.020 -3.346
182 H -15.734 -23.650 -3.089
183 H -15.407 -24.110 -4.761
184 H -18.128 -23.198 -3.656
185 H -17.757 -23.684 -5.345
186 H -16.993 -22.318 -4.615